(1)
Below is a cluster of 7 separate species, C59H68F24O19 in total, with properties calculated with wB97M-V/def2-TZVPD.

Cartesian coordinates (Å):
C -6.788 3.622 8.147
C -5.704 3.769 7.059
C -4.288 3.470 7.555
C -3.949 1.990 7.852
C -4.496 0.973 6.835
C -5.716 0.209 7.353
C -6.389 -0.779 6.376
C -6.385 -0.374 4.901
C -5.134 -0.742 4.089
C -4.668 -2.211 4.222
C -3.323 -2.393 4.976
C -2.209 -3.056 4.127
C -0.812 -2.399 4.291
C -0.221 -1.848 2.972
C -0.607 -0.407 2.731
C -1.967 -0.119 2.600
C -2.440 1.163 2.376
C -1.526 2.195 2.248
C -0.152 1.938 2.372
C 0.327 0.646 2.624
C 1.815 0.355 2.737
C 2.209 0.247 4.198
O 1.826 -0.627 4.924
O 3.030 1.239 4.609
C 0.743 3.124 2.171
O 1.737 3.349 2.814
C 0.275 4.071 1.099
C 1.167 4.684 0.231
C 0.662 5.505 -0.776
C 1.632 6.114 -1.730
O 2.621 6.690 -1.384
C 1.381 5.951 -3.266
F 2.382 6.557 -3.930
F 0.214 6.549 -3.611
C 1.364 4.478 -3.730
F 2.596 3.977 -3.479
F 0.471 3.772 -2.995
C 1.009 4.212 -5.223
F 1.396 2.930 -5.461
F 1.697 5.021 -6.034
C -0.508 4.329 -5.529
O -0.993 5.331 -5.956
O -1.155 3.194 -5.256
C -0.705 5.751 -0.883
C -1.589 5.165 0.010
C -1.096 4.306 0.980
C -1.988 3.578 1.934
O -2.987 4.067 2.399
H -6.357 3.397 9.124
H -7.496 2.828 7.909
H -7.369 4.539 8.247
H -5.711 4.806 6.711
H -5.976 3.167 6.190
H -4.184 4.013 8.501
H -3.549 3.881 6.864
H -2.859 1.921 7.822
H -4.270 1.743 8.867
H -3.712 0.242 6.613
H -4.711 1.482 5.894
H -6.452 0.919 7.736
H -5.372 -0.362 8.222
H -7.439 -0.849 6.681
H -5.977 -1.780 6.522
H -6.522 0.712 4.835
H -7.247 -0.807 4.383
H -5.368 -0.553 3.035
H -4.306 -0.069 4.322
H -4.531 -2.606 3.216
H -5.442 -2.792 4.722
H -2.970 -1.429 5.345
H -3.504 -3.051 5.830
H -2.119 -4.105 4.410
H -2.489 -3.023 3.071
H -0.102 -3.128 4.682
H -0.879 -1.570 4.998
H 0.859 -1.957 2.986
H -0.586 -2.464 2.143
H -2.680 -0.931 2.663
H -3.500 1.361 2.269
H 2.407 1.141 2.271
H 2.031 -0.565 2.208
H 2.808 1.478 5.519
H 2.227 4.495 0.343
H -2.048 3.249 -5.631
H -1.093 6.407 -1.650
H -2.650 5.364 -0.062
C 3.762 0.462 -3.630
C 4.453 1.033 -2.415
O 4.061 0.315 -1.224
C 4.681 -0.829 -1.000
O 5.547 -1.331 -1.651
C 4.144 -1.444 0.307
F 2.801 -1.429 0.333
F 4.585 -0.734 1.356
F 4.547 -2.697 0.447
H 2.682 0.468 -3.475
H 3.991 1.056 -4.514
H 4.081 -0.562 -3.809
H 4.145 2.059 -2.233
H 5.539 1.014 -2.510
C 8.849 -2.586 -1.191
C 8.623 -3.152 -2.574
O 9.423 -4.334 -2.803
C 8.955 -5.462 -2.296
O 7.945 -5.617 -1.677
C 9.904 -6.623 -2.659
F 11.181 -6.298 -2.439
F 9.769 -6.928 -3.958
F 9.614 -7.703 -1.944
H 9.908 -2.384 -1.024
H 8.291 -1.657 -1.083
H 8.513 -3.281 -0.423
H 8.943 -2.449 -3.340
H 7.573 -3.385 -2.744
C -6.333 -7.967 -0.631
C -6.914 -7.519 0.691
O -6.370 -6.245 1.101
C -6.903 -5.177 0.527
O -7.783 -5.149 -0.279
C -6.239 -3.904 1.094
F -4.908 -4.029 1.125
F -6.677 -3.685 2.341
F -6.543 -2.845 0.354
H -5.245 -7.997 -0.577
H -6.700 -8.963 -0.877
H -6.615 -7.287 -1.434
H -6.643 -8.205 1.490
H -8.001 -7.450 0.654
C 1.971 -5.884 -7.985
C 1.308 -5.683 -6.641
O 1.969 -4.649 -5.877
C 1.658 -3.404 -6.191
O 0.888 -3.031 -7.025
C 2.422 -2.434 -5.264
F 3.710 -2.771 -5.159
F 1.884 -2.457 -4.036
F 2.347 -1.191 -5.732
H 3.032 -6.100 -7.857
H 1.504 -6.719 -8.505
H 1.877 -4.995 -8.607
H 1.391 -6.576 -6.026
H 0.252 -5.435 -6.742
C 5.511 5.246 -1.931
C 6.520 5.008 -3.031
O 7.423 6.124 -3.170
C 8.421 6.172 -2.301
O 8.658 5.392 -1.427
C 9.309 7.399 -2.599
F 8.572 8.495 -2.797
F 10.030 7.173 -3.706
F 10.143 7.624 -1.592
H 4.970 6.176 -2.102
H 4.793 4.426 -1.900
H 5.997 5.314 -0.958
H 6.028 4.926 -3.998
H 7.097 4.098 -2.865
C -1.360 -0.891 -4.901
C -2.559 -0.094 -4.441
O -3.773 -0.543 -5.079
C -4.325 -1.633 -4.566
O -3.932 -2.274 -3.639
C -5.625 -1.963 -5.330
F -5.442 -1.890 -6.652
F -6.580 -1.087 -4.991
F -6.044 -3.184 -5.027
H -1.272 -0.860 -5.988
H -0.452 -0.477 -4.464
H -1.445 -1.935 -4.599
H -2.455 0.949 -4.729
H -2.681 -0.134 -3.359

Results
Relative energy (zero: lowest compared OMol25 entry of this formula, charge and spin) = 0.0 kJ/mol
Multiplicity = 1
Total energy = -6115.50675 hartree
Gap between HOMO and LUMO = 0.3075 hartree

These are the Löwdin partial charges, in e, on atoms 1 to 4: C -0.105; C -0.255; C -0.218; C -0.193

(2)
Below is a structure of composition C59H71N4O2PRhTe in a non-equilibrium geometry, with properties calculated with wB97M-V/def2-TZVPD.

Cartesian coordinates (Å):
Rh 0.249 -0.477 -0.055
C -7.325 -2.936 2.855
C -6.044 -2.802 2.079
C -5.190 -3.881 1.906
C -4.006 -3.776 1.180
C -3.126 -4.995 1.068
C -3.681 -2.546 0.595
Te -1.946 -2.482 -0.663
N 1.031 -2.187 -0.634
C 1.370 -2.302 -1.954
O 0.533 -2.490 -2.833
C 2.844 -2.323 -2.267
C 3.261 -3.458 -2.964
C 4.588 -3.679 -3.278
C 5.526 -2.734 -2.883
C 5.138 -1.591 -2.215
C 3.791 -1.349 -1.901
C -3.000 -1.771 -2.367
C -3.946 -2.622 -2.948
C -4.221 -4.016 -2.454
C -4.675 -2.160 -4.043
C -4.469 -0.904 -4.589
C -5.271 -0.425 -5.768
C -3.494 -0.096 -4.019
C -2.757 -0.503 -2.916
C -1.789 0.473 -2.318
C -4.502 -1.427 0.798
C -4.166 -0.062 0.267
C -5.675 -1.581 1.530
H -7.472 -3.959 3.202
H -8.184 -2.660 2.241
H -7.324 -2.280 3.727
H -5.448 -4.837 2.350
H -3.562 -5.825 1.621
H -2.129 -4.811 1.474
H -2.993 -5.308 0.032
H 2.501 -4.172 -3.258
H 4.885 -4.569 -3.816
H 6.577 -2.886 -3.101
H 5.879 -0.854 -1.937
H 2.501 -0.045 -0.976
H -3.307 -4.515 -2.132
H -4.667 -4.614 -3.249
H -4.911 -4.008 -1.606
H -5.413 -2.818 -4.489
H -5.906 -1.218 -6.161
H -4.619 -0.080 -6.572
H -5.913 0.412 -5.486
H -3.301 0.886 -4.442
H -1.442 1.208 -3.041
H -0.909 -0.029 -1.907
H -2.252 1.005 -1.488
H -3.095 0.136 0.331
H -4.686 0.710 0.834
H -4.454 0.038 -0.782
H -6.313 -0.715 1.682
C 4.949 -0.830 1.306
C 4.757 0.687 1.248
C 3.398 1.089 1.828
C 4.974 1.343 -0.109
C 5.864 2.413 -0.165
C 6.087 3.103 -1.344
C 5.375 2.762 -2.479
C 4.452 1.719 -2.470
C 3.654 1.501 -3.751
C 2.173 1.153 -3.564
C 4.329 0.525 -4.719
C 4.297 0.983 -1.286
N 3.445 -0.159 -1.297
H 5.043 -1.138 2.351
H 5.853 -1.145 0.783
H 4.100 -1.365 0.884
H 5.524 1.123 1.895
H 2.590 0.562 1.317
H 3.218 2.162 1.733
H 3.335 0.824 2.885
H 6.392 2.701 0.736
H 6.791 3.926 -1.368
H 5.514 3.328 -3.395
H 3.669 2.482 -4.235
H 2.010 0.085 -3.421
H 1.617 1.444 -4.458
H 1.741 1.689 -2.714
H 4.244 -0.505 -4.370
H 5.388 0.758 -4.842
H 3.851 0.587 -5.700
C 2.316 -1.134 4.556
C 1.870 -2.288 3.664
C 0.626 -2.960 4.253
C 2.997 -3.307 3.523
N 1.648 -1.775 2.298
N 0.450 -1.023 2.127
H 2.467 -1.485 5.578
H 1.575 -0.331 4.594
H 3.255 -0.717 4.188
H 0.880 -3.469 5.184
H 0.222 -3.709 3.564
H -0.157 -2.235 4.488
H 3.357 -3.613 4.505
H 3.829 -2.871 2.967
H 2.656 -4.200 2.992
H 1.618 -2.529 1.621
H 0.512 -0.157 2.660
H -0.374 -1.518 2.462
O 0.069 1.541 0.125
P -0.518 2.640 1.051
C -2.056 3.214 0.280
C -3.251 3.288 0.993
C -4.393 3.801 0.393
C -4.346 4.271 -0.912
C -3.147 4.246 -1.614
C -2.010 3.727 -1.018
C 0.601 4.045 0.932
C 0.312 5.229 1.610
C 1.132 6.334 1.455
C 2.233 6.267 0.608
C 2.516 5.097 -0.079
C 1.699 3.985 0.081
C -0.780 2.193 2.678
C 0.035 2.619 3.786
C -0.141 2.097 5.036
C -1.129 1.114 5.303
C -1.934 0.682 4.240
C -1.774 1.171 2.965
H -3.283 2.945 2.019
H -5.319 3.844 0.953
H -5.238 4.670 -1.378
H -3.099 4.633 -2.624
H -1.071 3.725 -1.562
H -0.556 5.279 2.258
H 0.910 7.249 1.988
H 2.871 7.134 0.485
H 3.371 5.042 -0.739
H 1.923 3.062 -0.440
H 0.804 3.365 3.627
H 0.486 2.454 5.845
H -1.251 0.704 6.296
H -2.710 -0.055 4.424
H -2.428 0.815 2.172

Results
Multiplicity = 6
Total energy = -3380.15833 hartree
Gap between HOMO and LUMO (alpha / beta) = 0.1715 / 0.2344 hartree

These are the Löwdin partial charges, in e, on atoms 1 to 4: Rh 0.933; C -0.048; C -0.262; C -0.016

(3)
Below is a cluster of 9 separate species, C59H82FN14O6P2 in total in a non-equilibrium geometry, with properties calculated with wB97M-V/def2-TZVPD.

Cartesian coordinates (Å):
C 4.669 1.569 0.492
C 3.562 2.456 -0.077
O 2.915 3.115 1.008
C 1.537 3.298 0.814
C 1.179 4.083 -0.451
O -0.048 4.731 -0.199
C -1.084 4.511 -1.130
C -2.375 4.407 -0.349
O -2.327 3.316 0.561
C -2.922 2.176 0.019
C -2.903 0.981 1.003
C -2.790 1.412 2.448
C -3.943 2.243 3.020
F -2.518 0.302 3.253
C -1.694 0.032 0.621
N -2.290 -1.169 0.010
C -2.294 -2.427 0.791
C -1.266 -3.436 0.285
C -0.003 -3.528 1.141
C 0.954 -4.550 0.499
N 2.384 -4.258 0.637
C -3.541 -0.695 -0.365
N -4.087 -0.939 -1.506
C -3.446 -1.814 -2.500
C -4.027 -3.233 -2.534
C -2.959 -4.296 -2.371
N -3.417 -5.534 -1.874
O -1.800 -4.094 -2.740
P -5.679 -0.082 -1.868
O -6.713 -1.308 -1.846
O -5.414 0.180 -3.439
N -4.087 0.158 0.608
P -5.091 -0.644 1.742
N -5.812 -1.845 1.023
H 4.933 1.924 1.481
H 4.289 0.557 0.602
H 5.532 1.537 -0.163
H 2.863 1.825 -0.625
H 3.986 3.203 -0.746
H 1.151 3.889 1.642
H 0.986 2.351 0.835
H 1.971 4.794 -0.685
H 1.138 3.379 -1.284
H -0.950 3.583 -1.687
H -1.162 5.360 -1.810
H -3.199 4.309 -1.060
H -2.556 5.317 0.209
H -2.455 1.879 -0.926
H -3.972 2.374 -0.215
H -1.902 2.039 2.492
H -4.400 1.647 3.808
H -4.663 2.498 2.252
H -3.536 3.119 3.508
H -0.943 -0.164 1.374
H -1.179 0.521 -0.203
H -3.293 -2.854 0.734
H -2.130 -2.184 1.841
H -0.960 -3.136 -0.712
H -1.717 -4.428 0.285
H -0.257 -3.834 2.154
H 0.490 -2.555 1.173
H 0.729 -4.565 -0.566
H 0.718 -5.535 0.890
H 2.600 -3.482 0.027
H 2.564 -3.937 1.580
H -2.378 -1.799 -2.320
H -3.585 -1.331 -3.461
H -4.426 -3.403 -3.533
H -4.849 -3.378 -1.837
H -2.729 -6.233 -2.132
H -3.461 -5.534 -0.859
H -6.334 -2.179 -2.006
H -5.545 -0.593 -4.007
H -4.344 -1.073 2.845
H -6.005 0.343 2.115
H -5.591 -2.703 1.515
N -1.295 -7.383 0.822
C -1.113 -8.343 -0.085
C -0.782 -9.652 0.231
C -0.625 -9.979 1.568
C -0.807 -8.994 2.526
C -1.140 -7.719 2.103
H -1.246 -8.043 -1.118
H -0.648 -10.389 -0.550
H -0.366 -10.989 1.858
H -0.692 -9.209 3.580
H -1.294 -6.920 2.821
N -4.211 -9.444 -1.632
C -4.454 -9.502 -0.324
C -5.523 -10.186 0.233
C -6.393 -10.847 -0.618
C -6.157 -10.798 -1.982
C -5.056 -10.087 -2.435
H -3.749 -8.967 0.304
H -5.668 -10.199 1.304
H -7.241 -11.393 -0.225
H -6.810 -11.301 -2.682
H -4.834 -10.027 -3.495
N -1.507 -0.293 -4.803
C -0.808 -1.391 -5.099
C -0.379 -1.704 -6.379
C -0.693 -0.834 -7.410
C -1.419 0.310 -7.121
C -1.799 0.533 -5.808
H -0.587 -2.049 -4.266
H 0.186 -2.607 -6.560
H -0.376 -1.044 -8.424
H -1.685 1.015 -7.896
H -2.366 1.418 -5.540
N 2.355 9.019 0.571
C 3.538 9.623 0.485
C 4.752 8.959 0.597
C 4.734 7.591 0.815
C 3.511 6.946 0.908
C 2.358 7.705 0.779
H 3.508 10.694 0.318
H 5.684 9.503 0.518
H 5.659 7.035 0.911
H 3.452 5.878 1.079
H 1.378 7.239 0.841
N 0.446 -11.719 -2.419
C 0.453 -11.125 -3.610
C 0.801 -11.766 -4.788
C 1.166 -13.101 -4.727
C 1.166 -13.735 -3.496
C 0.798 -13.003 -2.378
H 0.164 -10.079 -3.614
H 0.786 -11.232 -5.728
H 1.446 -13.638 -5.624
H 1.445 -14.776 -3.402
H 0.783 -13.463 -1.397
N 8.176 10.124 -0.783
C 9.346 10.754 -0.862
C 10.571 10.112 -0.759
C 10.583 8.742 -0.559
C 9.374 8.071 -0.472
C 8.207 8.809 -0.592
H 9.293 11.826 -1.015
H 11.492 10.675 -0.832
H 11.519 8.205 -0.472
H 9.335 7.002 -0.315
H 7.238 8.325 -0.539
N 7.198 10.544 4.767
C 6.878 10.374 6.047
C 5.739 9.706 6.474
C 4.883 9.190 5.516
C 5.199 9.360 4.178
C 6.364 10.041 3.860
H 7.574 10.795 6.765
H 5.532 9.596 7.530
H 3.983 8.664 5.807
H 4.559 8.974 3.397
H 6.651 10.194 2.825
N -2.961 5.631 4.218
C -1.973 5.778 3.336
C -0.704 6.226 3.662
C -0.441 6.546 4.984
C -1.454 6.401 5.917
C -2.688 5.940 5.485
H -2.217 5.519 2.316
H 0.056 6.323 2.898
H 0.537 6.902 5.281
H -1.293 6.640 6.959
H -3.506 5.812 6.185

Results
Multiplicity = 1
Total energy = -4297.70122 hartree
Net charge = +1
Gap between HOMO and LUMO = 0.2838 hartree

These are the Löwdin partial charges, in e, on atoms 1 to 4: C -0.058; C -0.267; O -0.150; C -0.197